[1]
{"formula": "C8H12N3O2", "method": "ωB97M-V/def2-TZVPD", "species": ["C", "C", "C", "C", "C", "C", "C", "C", "N", "N", "N", "O", "O", "H", "H", "H", "H", "H", "H", "H", "H", "H", "H", "H", "H"], "coordinates": [[-2.586, -1.222, 1.225], [-1.827, -2.158, 0.476], [-2.165, 0.128, 1.163], [-0.728, -1.817, -0.292], [-1.145, 0.551, 0.326], [-0.431, -0.444, -0.436], [2.619, -1.448, 0.986], [0.644, 0.003, -1.368], [0.858, -0.788, -2.452], [0.668, 3.101, 0.848], [1.300, 1.109, -1.174], [3.116, -2.472, 0.865], [2.083, -0.446, 1.193], [-3.382, -1.441, 1.851], [-2.117, -3.139, 0.299], [-2.702, 0.784, 1.823], [-0.255, -2.512, -1.113], [-0.945, 1.613, 0.253], [0.305, -1.674, -2.319], [1.265, -0.648, -3.307], [1.513, 2.693, 1.241], [0.998, 3.997, 0.608], [-0.163, 3.151, 1.367], [1.011, 1.580, -0.273], [2.066, 1.502, -1.789]], "nbo_charge": [-0.14, -0.19, -0.19, -0.17, -0.18, -0.15, 1.03, 0.56, -0.75, -1.10, -0.73, -0.47, -0.55, 0.23, 0.23, 0.23, 0.20, 0.24, 0.41, 0.43, 0.38, 0.38, 0.39, 0.46, 0.44], "e_homo_ha": -0.48477, "lumo_energy_ev": -3.7350, "multiplicity": 1, "orbital_gap_ha": 0.3475, "total_charge": 1}

=====

[2]
{"formula": "C8H12N4", "method": "ωB97M-V/def2-TZVPD", "species": ["C", "C", "N", "N", "C", "N", "C", "C", "N", "C", "C", "C", "H", "H", "H", "H", "H", "H", "H", "H", "H", "H", "H", "H"], "coordinates": [[2.958, 0.826, -0.131], [3.059, -0.573, -0.434], [2.108, -1.451, -0.524], [0.878, -0.989, 0.097], [0.707, 0.225, 0.397], [-0.589, 0.522, 0.978], [-1.274, 1.425, 0.077], [-1.963, 0.790, -1.140], [-2.932, -0.236, -0.574], [-2.058, -1.206, -0.028], [-1.341, -0.681, 1.265], [1.717, 1.281, 0.210], [3.904, 1.294, 0.146], [3.924, -1.120, -0.786], [-0.450, 2.005, -0.382], [-1.962, 2.139, 0.630], [-2.414, 1.661, -1.725], [-1.349, 0.123, -1.882], [-3.567, -0.621, -1.243], [-2.713, -1.983, 0.392], [-1.298, -1.444, -0.639], [-0.568, -1.359, 1.752], [-2.198, -0.452, 2.017], [1.608, 2.311, 0.588]], "nbo_charge": [-0.23, -0.01, -0.19, -0.33, 0.35, -0.45, -0.23, -0.26, -0.64, -0.26, -0.22, -0.21, 0.23, 0.21, 0.20, 0.21, 0.21, 0.18, 0.36, 0.20, 0.19, 0.24, 0.20, 0.24], "e_homo_ha": -0.30424, "lumo_energy_ev": 0.1079, "multiplicity": 1, "orbital_gap_ha": 0.3082, "total_charge": 0, "smiles": "c1cnnc(N2CCNCC2)c1"}

=====

[3]
{"formula": "C8H12N4", "method": "ωB97M-V/def2-TZVPD", "species": ["C", "C", "C", "C", "C", "C", "C", "C", "N", "N", "N", "N", "H", "H", "H", "H", "H", "H", "H", "H", "H", "H", "H", "H"], "coordinates": [[3.689, 0.522, 1.081], [-4.487, 0.237, 0.605], [2.838, -0.520, 0.854], [-3.580, -0.779, 0.493], [3.240, 0.541, -1.005], [-2.600, 1.199, -0.040], [1.630, -1.316, -0.999], [-1.303, -0.833, -0.243], [3.975, 1.149, -0.092], [-3.899, 1.451, 0.218], [2.577, -0.465, -0.431], [-2.415, -0.163, 0.079], [4.091, 0.800, 2.157], [-5.528, 0.216, 0.891], [2.431, -1.335, 1.466], [-3.603, -1.862, 0.781], [3.182, 0.825, -2.122], [-1.865, 1.832, -0.437], [1.364, -1.213, -2.052], [1.872, -2.346, -0.581], [-1.197, -1.938, -0.201], [-0.466, -0.230, -0.485], [4.541, 1.964, -0.266], [-4.485, 2.264, 0.328]], "nbo_charge": [-0.03, -0.01, -0.06, -0.06, 0.24, 0.24, -0.12, -0.10, -0.45, -0.45, -0.34, -0.32, 0.29, 0.27, 0.27, 0.28, 0.28, 0.24, 0.22, 0.22, 0.24, 0.18, 0.48, 0.48], "e_homo_ha": [-0.59431, -0.56089], "lumo_energy_ev": [-7.6202, -7.8604], "multiplicity": 1, "orbital_gap_ha": [0.3143, 0.2720], "total_charge": 2}

=====

[4]
{"formula": "C8H12N4O11V", "method": "ωB97M-V/def2-TZVPD", "species": ["O", "V", "C", "C", "C", "O", "H", "H", "H", "H", "H", "H", "H", "N", "O", "O", "O", "N", "O", "O", "O", "N", "O", "O", "O", "N", "C", "C", "C", "C", "C", "H", "H", "H", "H", "H"], "coordinates": [[19.214, 18.384, -13.657], [20.600, 18.104, -13.064], [23.534, 18.614, -15.241], [22.364, 19.566, -15.627], [21.724, 19.025, -16.958], [21.426, 19.871, -14.608], [23.170, 17.612, -15.011], [24.183, 18.890, -14.410], [24.159, 18.582, -16.133], [22.819, 20.528, -15.864], [22.251, 18.204, -17.443], [21.482, 19.879, -17.590], [20.730, 18.655, -16.705], [19.961, 20.736, -11.272], [19.835, 21.441, -10.319], [19.976, 21.186, -12.426], [20.244, 19.555, -11.274], [20.090, 15.361, -14.499], [20.832, 16.388, -14.436], [20.231, 14.396, -13.766], [19.154, 15.449, -15.248], [19.213, 15.968, -10.657], [18.718, 14.943, -11.189], [19.196, 16.133, -9.432], [19.751, 16.748, -11.488], [22.596, 17.949, -12.174], [23.372, 18.855, -11.536], [24.692, 18.690, -10.964], [25.203, 17.417, -10.955], [24.391, 16.350, -11.388], [23.206, 16.690, -12.030], [22.843, 19.763, -11.289], [25.226, 19.523, -10.532], [26.168, 17.428, -10.469], [24.880, 15.393, -11.282], [22.689, 15.848, -12.468]], "lowdin_spin": [-0.21, 1.18, 0.00, 0.00, 0.00, -0.01, 0.00, 0.00, 0.00, 0.00, 0.00, 0.00, 0.00, 0.00, 0.00, 0.00, 0.00, 0.00, 0.01, 0.00, 0.00, 0.00, 0.00, 0.00, 0.02, 0.00, 0.00, 0.00, 0.00, 0.00, 0.00, 0.00, 0.00, 0.00, 0.00, 0.00], "e_homo_ha": [-0.07631, -0.07740], "lumo_energy_ev": [4.4365, 4.4369], "multiplicity": 2, "orbital_gap_ha": [0.2393, 0.2405], "total_charge": -2}

=====

[5]
{"formula": "C8H12NO2P", "method": "ωB97M-V/def2-TZVPD", "species": ["C", "N", "C", "P", "O", "O", "C", "C", "C", "C", "C", "C", "H", "H", "H", "H", "H", "H", "H", "H", "H", "H", "H", "H"], "coordinates": [[4.031, 0.043, 0.592], [3.119, -1.093, 0.631], [1.680, -1.027, 0.809], [0.521, 0.021, -0.624], [0.914, 1.416, -0.796], [0.714, -0.924, -1.816], [-1.326, -0.064, -0.265], [-1.647, 0.626, 0.918], [-2.905, 0.998, 1.095], [-3.903, 0.787, 0.137], [-3.600, 0.155, -1.040], [-2.282, -0.218, -1.235], [3.908, 0.481, 1.644], [5.079, -0.162, 0.466], [3.829, 0.870, -0.082], [3.197, -1.548, -0.266], [1.290, -2.018, 0.710], [1.288, -0.584, 1.709], [1.457, -0.837, -2.464], [-0.923, 1.030, 1.592], [-3.155, 1.527, 2.054], [-4.906, 1.146, 0.339], [-4.345, 0.067, -1.872], [-2.033, -0.691, -2.237]], "nbo_charge": [-0.42, -0.61, -0.45, 2.04, -1.10, -1.03, -0.39, -0.19, -0.21, -0.19, -0.22, -0.18, 0.19, 0.21, 0.19, 0.34, 0.21, 0.20, 0.53, 0.22, 0.21, 0.22, 0.22, 0.22], "e_homo_ha": -0.30462, "lumo_energy_ev": 0.4832, "multiplicity": 1, "orbital_gap_ha": 0.3224, "total_charge": 0, "smiles": "CNC[P@@](=O)(O)c1ccccc1"}

=====

[6]
{"formula": "C8H12NS", "method": "ωB97M-V/def2-TZVPD", "species": ["C", "C", "C", "C", "C", "C", "C", "C", "N", "S", "H", "H", "H", "H", "H", "H", "H", "H", "H", "H", "H", "H"], "coordinates": [[3.804, -0.472, 0.416], [2.588, -1.144, 0.700], [3.598, 0.631, -0.430], [1.413, -0.563, 0.123], [0.148, -1.044, 0.213], [-1.737, 0.701, 0.470], [-1.294, 2.098, 0.750], [-1.788, -1.118, -1.211], [-0.952, -0.233, -0.442], [1.964, 0.830, -0.868], [4.793, -0.787, 0.755], [2.691, -1.887, 1.502], [4.372, 1.072, -1.072], [-0.061, -1.766, 0.926], [-2.527, 0.173, 1.102], [-0.242, 1.999, 0.821], [-1.702, 2.597, 1.627], [-1.447, 2.682, -0.257], [-2.339, -1.647, -0.474], [-2.394, -0.583, -1.871], [-1.181, -1.843, -1.742], [-0.263, 0.463, -1.061]], "nbo_charge": [-0.22, -0.19, -0.35, -0.23, -0.06, 0.08, -0.70, -0.40, -0.44, 0.37, 0.26, 0.25, 0.27, 0.24, 0.22, 0.24, 0.28, 0.25, 0.23, 0.24, 0.24, 0.45], "e_homo_ha": [-0.46820, -0.42046], "lumo_energy_ev": [-4.8026, -4.1959], "multiplicity": 1, "orbital_gap_ha": [0.2917, 0.2663], "total_charge": 1}

=====

Values of ΔE to the lowest compared entry with this formula, charge and spin, in order: 33.0; 91.4; 72.2; 72.9; 34.0; 91.5, all in kcal/mol.
Values of E, in order: -17050.276; -14447.590; -14431.286; -62650.987; -23364.354; -20804.905, all in eV.